Molecular formula: C19H22N2O2S
Method: DFT, ωB97M-V with the def2-TZVPD basis set

Structure (XYZ):
```
46
Properties=species:S:1:pos:R:3
O 0.15293 1.78523 1.12664
S 0.13250 1.25396 -0.20360
O 0.74696 1.98811 -1.26738
C -1.56492 0.93365 -0.66128
C -2.48273 0.81569 0.28874
C -3.89835 0.51690 0.13339
C -4.69775 0.42814 1.27509
C -6.04636 0.14492 1.17419
C -6.62245 -0.05532 -0.06965
C -5.84097 0.03020 -1.21141
C -4.49255 0.31280 -1.11377
N 0.83160 -0.24894 -0.15383
C 1.02098 -0.90749 -1.42164
C 1.87988 -2.18212 -1.21195
N 2.48166 -2.27970 0.09367
C 3.71345 -1.53003 0.29970
C 3.62530 -0.02364 0.24548
C 3.88939 0.65405 -0.93745
C 3.78972 2.03174 -0.99872
C 3.42534 2.75014 0.12558
C 3.17193 2.08641 1.31248
C 3.27875 0.70957 1.37254
C 1.48784 -2.21253 1.14058
C 0.42206 -1.10551 0.92658
H -1.72235 0.84000 -1.71957
H -2.14018 0.97189 1.30453
H -4.25015 0.58626 2.24546
H -6.65137 0.08083 2.06640
H -7.67630 -0.27583 -0.15029
H -6.28807 -0.12359 -2.18247
H -3.89421 0.38084 -2.00891
H 1.51562 -0.18179 -2.06726
H 0.05462 -1.18380 -1.87381
H 1.24038 -3.06460 -1.32987
H 2.66756 -2.23271 -1.96427
H 4.41319 -1.87995 -0.46645
H 4.10313 -1.83961 1.27446
H 4.17848 0.09627 -1.81876
H 3.99026 2.54529 -1.92738
H 3.33543 3.82457 0.07527
H 2.88515 2.64133 2.19277
H 3.08654 0.19881 2.30589
H 0.98125 -3.18566 1.17166
H 1.99901 -2.07052 2.09185
H 0.32873 -0.46557 1.80339
H -0.56092 -1.55869 0.71339
```

The calculation puts the maximum force at 1.0 eV Å⁻¹. As for the charge: 0. The HOMO energy is -0.302 Ha. The energy above the lowest of the compared OMol25 structures with the same formula, charge and spin comes out at 74.99 kcal/mol. Its SMILES is O=S(=O)(/C=C/c1ccccc1)N1CCN(Cc2ccccc2)CC1.

The Mulliken scheme yields these atomic charges, measured in e:
1. O -0.72
2. S 1.56
3. O -0.75
4. C -1.34
5. C 0.25
6. C 0.76
7. C -0.48
8. C -0.54
9. C -0.45
10. C -0.62
11. C -0.41
12. N 0.41
13. C -1.01
14. C -0.88
15. N 0.16
16. C -1.88
17. C 1.14
18. C -0.29
19. C -0.68
20. C -0.38
21. C -0.77
22. C -0.09
23. C -1.06
24. C -0.79
25. H 0.41
26. H 0.37
27. H 0.36
28. H 0.38
29. H 0.38
30. H 0.38
31. H 0.29
32. H 0.55
33. H 0.55
34. H 0.27
35. H 0.38
36. H 0.44
37. H 0.49
38. H 0.40
39. H 0.39
40. H 0.38
41. H 0.38
42. H 0.36
43. H 0.30
44. H 0.33
45. H 0.56
46. H 0.49

---

Molecular formula: C37H39BrN2PdS3Si
Method: DFT, ωB97M-V with the def2-TZVPD basis set

Structure (XYZ):
```
84
Properties=species:S:1:pos:R:3
Pd -1.39217 -0.69173 1.17125
S 0.05625 -2.17168 5.26500
C -0.29977 -1.46594 3.78678
S -1.10425 0.03844 3.63145
S 0.13122 -2.22811 2.30836
Br -6.63596 -5.06952 -0.13995
C -5.02837 -4.17600 0.43178
C -3.80235 -4.44812 -0.22012
C -2.74454 -3.60984 0.00220
N -2.79727 -2.49325 0.78184
C -4.00335 -2.22863 1.37829
C -5.11989 -3.00234 1.21914
H -3.68929 -5.32011 -0.85241
H -1.77683 -3.82490 -0.44278
H -4.03483 -1.35453 2.01911
H -6.04531 -2.73969 1.71607
C 0.79690 0.80264 -0.02986
H 0.76287 1.85274 0.26991
H 0.03171 0.25647 0.62834
H 0.43704 0.75078 -1.06051
C -4.22726 -0.81030 -2.09276
C -2.96207 -0.21619 -2.72466
C -1.77266 -1.16566 -2.54133
C -2.67673 1.18892 -2.22192
C -2.56778 2.19956 -3.15187
C -2.35169 3.52535 -2.78511
C -2.32514 3.85302 -1.43451
C -2.46106 2.90458 -0.44117
C -2.44624 3.40705 0.99404
C -1.01931 3.35755 1.56251
C -3.41550 2.72349 1.96399
C -2.53471 1.50081 -0.80720
N -2.50525 0.56269 0.10621
H -4.42167 -1.80234 -2.50496
H -5.09599 -0.17667 -2.28718
H -4.09673 -0.91543 -1.01521
H -3.13805 -0.12523 -3.80314
H -1.60164 -1.33565 -1.48109
H -0.86694 -0.74502 -2.98605
H -1.97081 -2.12879 -3.01822
H -2.64607 1.94912 -4.20535
H -2.22900 4.29318 -3.53898
H -2.22044 4.89596 -1.14980
H -2.74927 4.45963 0.93400
H -0.74313 2.32217 1.77166
H -0.96023 3.91447 2.50070
H -0.30150 3.78207 0.85610
H -3.10167 1.70372 2.16188
H -4.43157 2.70083 1.56304
H -3.42369 3.26542 2.91275
C 3.04819 -4.31609 -1.21345
C 4.16217 -3.52111 -0.97636
C 3.99939 -2.20254 -0.58090
C 2.72830 -1.65076 -0.40173
C 1.62140 -2.46225 -0.65117
C 1.77846 -3.78097 -1.05075
Si 2.54815 0.15037 0.14083
C 3.15528 0.37834 1.90788
C 3.68193 -0.68631 2.64184
C 4.01081 -0.53643 3.97913
C 3.82447 0.68686 4.60777
C 3.31764 1.75884 3.89229
C 2.98444 1.60244 2.55493
C 3.62937 1.11144 -1.07582
C 3.48958 0.87922 -2.44869
C 4.25533 1.56336 -3.37681
C 5.19179 2.50080 -2.95490
C 5.36019 2.73001 -1.59560
C 4.58783 2.04305 -0.67118
H 3.17186 -5.35035 -1.51196
H 5.15786 -3.93222 -1.10180
H 4.87643 -1.58762 -0.39926
H 0.62434 -2.06682 -0.50209
H 0.90716 -4.40136 -1.22536
H 3.79015 -1.65459 2.17101
H 4.36961 -1.38591 4.54519
H 4.03878 0.78990 5.66426
H 3.14701 2.70938 4.38431
H 2.55429 2.44212 2.01619
H 2.76760 0.14161 -2.78536
H 4.13242 1.36733 -4.43600
H 5.78400 3.04760 -3.67872
H 6.10270 3.44478 -1.25842
H 4.72300 2.22287 0.39046
```

The calculation puts the maximum force at 2.0 eV Å⁻¹. As for the charge: -2. The spin multiplicity is 5. The HOMO energy (spin up / spin down) is 0.030 / -0.058 Ha. The energy above the lowest of the compared OMol25 structures with the same formula, charge and spin comes out at 25.04 kcal/mol.

The Mulliken scheme yields these atomic charges, measured in e:
1. Pd -0.56
2. S -0.44
3. C 0.28
4. S -0.36
5. S -0.37
6. Br -0.35
7. C -0.15
8. C -0.49
9. C -0.47
10. N 0.07
11. C -0.76
12. C -0.45
13. H 0.39
14. H 0.31
15. H 0.37
16. H 0.40
17. C 2.42
18. H -0.06
19. H -1.49
20. H 0.48
21. C -1.43
22. C 0.37
23. C -0.93
24. C 0.50
25. C -0.75
26. C -1.12
27. C -0.72
28. C 0.50
29. C 0.35
30. C -0.85
31. C -1.46
32. C 0.14
33. N 0.05
34. H 0.47
35. H 0.40
36. H 0.03
37. H 0.52
38. H -0.26
39. H 0.24
40. H 0.60
41. H 0.36
42. H 0.34
43. H 0.38
44. H 0.43
45. H -0.15
46. H 0.50
47. H 0.31
48. H 0.04
49. H 0.36
50. H 0.45
51. C -0.59
52. C -0.66
53. C -0.02
54. C 0.15
55. C 0.04
56. C -0.65
57. Si -0.40
58. C 0.65
59. C -0.27
60. C -0.64
61. C -0.45
62. C -0.76
63. C -0.08
64. C 0.29
65. C -0.29
66. C -0.62
67. C -0.46
68. C -0.58
69. C -0.32
70. H 0.37
71. H 0.37
72. H 0.41
73. H 0.13
74. H 0.43
75. H 0.27
76. H 0.37
77. H 0.35
78. H 0.36
79. H 0.36
80. H 0.35
81. H 0.38
82. H 0.35
83. H 0.38
84. H 0.34

---

Molecular formula: C9H21INOP2PbSe
Method: DFT, ωB97M-V with the def2-TZVPD basis set

Structure (XYZ):
```
37
Properties=species:S:1:pos:R:3
C 0.15000 0.03062 -4.10398
I -1.73778 0.11541 -2.94156
H 0.99213 0.15653 -3.43191
H 0.13936 0.85568 -4.84200
H 0.21110 -0.94892 -4.60339
Pb 0.42045 -0.02270 -0.65646
P 0.20058 2.72687 0.00448
C -1.49603 3.36703 -0.18260
C 0.70880 3.45065 1.60719
H 0.68139 4.55049 1.55931
H 0.99002 4.77914 -1.06206
H 1.73520 3.13435 1.83883
H 2.21353 3.48703 -1.11545
H -2.10348 3.03418 0.67111
H 0.05287 3.07295 2.40710
C 1.14037 3.70086 -1.22261
H -1.46914 4.46638 -0.21295
H 0.83263 3.40698 -2.23871
H -1.92980 2.97456 -1.11225
P 0.17379 -2.68305 0.42441
C -1.46664 -3.48461 0.38124
C 1.17459 -3.81871 -0.60777
H 1.74501 -2.80505 2.26145
H 0.67253 -4.24426 2.25514
H 0.09945 -2.64583 2.86801
C 0.71714 -3.15628 2.11452
H 2.23791 -3.55143 -0.51981
H 1.04340 -4.85547 -0.26129
H -1.33408 -4.57368 0.48250
H -1.95731 -3.25859 -0.57609
H 0.87925 -3.72072 -1.66394
H -2.08609 -3.10461 1.20703
C -1.87412 -0.10564 0.63271
O -2.83216 -0.04039 1.23703
Se -0.20186 -0.36436 4.58584
C 0.41312 -0.05471 2.95094
N 0.86388 0.12933 1.86597
```

The calculation puts the maximum force at 3.2 eV Å⁻¹. As for the charge: +3. The HOMO energy (spin up / spin down) is -0.712 / -0.695 Ha.

The Mulliken scheme yields these atomic charges, measured in e:
1. C -0.73
2. I 0.18
3. H 0.20
4. H 0.36
5. H 0.38
6. Pb 0.81
7. P 0.71
8. C -1.11
9. C -1.14
10. H 0.44
11. H 0.42
12. H 0.41
13. H 0.40
14. H 0.37
15. H 0.32
16. C -1.10
17. H 0.43
18. H 0.37
19. H 0.34
20. P 0.73
21. C -1.22
22. C -1.11
23. H 0.44
24. H 0.46
25. H 0.03
26. C -1.01
27. H 0.40
28. H 0.43
29. H 0.43
30. H 0.39
31. H 0.40
32. H 0.40
33. C 0.18
34. O -0.10
35. Se 0.32
36. C 0.22
37. N -0.48

---

Molecular formula: C5H14N2
Method: DFT, ωB97M-V with the def2-TZVPD basis set

Structure (XYZ):
```
21
Properties=species:S:1:pos:R:3
C 0.96545 0.61045 -2.75738
C 0.50659 0.19317 -1.35899
C 0.15896 1.37774 -0.49682
N -0.52140 1.12179 0.83576
C -1.21617 -0.14218 1.02322
C -0.71006 -0.95865 2.19208
N 0.38074 -1.84391 1.81324
H 0.56714 1.60185 -3.02231
H 2.02688 0.80730 -2.78930
H 0.61863 -0.03440 -3.56331
H 1.33557 -0.34231 -0.89263
H -0.30872 -0.51042 -1.42202
H -0.47059 2.11642 -0.97195
H 1.04887 1.93257 -0.19888
H 0.20664 1.20661 1.52743
H -2.27024 0.05738 1.20899
H -1.22907 -0.77002 0.13530
H -0.42913 -0.28446 3.00700
H -1.57029 -1.50807 2.60551
H 0.40722 -2.70858 2.31001
H 0.50296 -1.92227 0.81506
```

The calculation puts the maximum force at 2.0 eV Å⁻¹. As for the charge: 0. The HOMO energy is -0.312 Ha. The energy above the lowest of the compared OMol25 structures with the same formula, charge and spin comes out at 29.61 kcal/mol. Its SMILES is CCCNCCN.

The Mulliken scheme yields these atomic charges, measured in e:
1. C -1.29
2. C 0.01
3. C -0.64
4. N -0.39
5. C -0.39
6. C -0.59
7. N -0.44
8. H 0.31
9. H 0.32
10. H 0.36
11. H 0.14
12. H 0.26
13. H 0.34
14. H 0.30
15. H 0.29
16. H 0.27
17. H 0.17
18. H 0.26
19. H 0.31
20. H 0.20
21. H 0.19